No. 1
The following is a DFT calculation (wB97M-V/def2-TZVPD) of a structure of composition C23H25AuN6O2S2.

```
59
Properties=species:S:1:pos:R:3:forces:R:3:mulliken_charge:R:1
Au -1.0349 1.3775 1.2619 -0.4128 0.4101 0.3966 0.28
O 2.8232 0.9238 1.1749 0.0101 0.0392 -0.0071 -0.55
C 2.5557 -0.0657 0.5552 -0.0562 -0.0436 -0.1115 0.48
O 1.2612 -0.3140 0.1500 0.1357 -0.1832 0.0747 0.11
C 3.4310 -1.1408 0.0788 -0.0089 -0.0435 -0.0075 -0.42
C 4.8078 -1.2215 0.2605 -0.0139 0.0243 0.0141 -0.37
C 5.4780 -2.3103 -0.2571 0.0147 0.0004 0.0019 -0.66
C 4.7748 -3.3061 -0.9434 -0.0072 -0.0121 -0.0091 -0.42
C 3.4067 -3.2350 -1.1261 -0.0108 -0.0065 -0.0031 -0.65
C 2.7389 -2.1298 -0.6049 0.0357 0.0305 0.0495 0.82
S 1.0392 -1.7667 -0.6471 -0.0458 0.0451 -0.0101 -0.01
H 5.3200 -0.4365 0.8016 -0.0016 -0.0016 0.0000 0.48
H 6.5482 -2.4012 -0.1328 -0.0016 0.0031 0.0041 0.39
H 5.3149 -4.1559 -1.3404 -0.0052 -0.0003 -0.0024 0.38
H 2.8760 -4.0153 -1.6549 0.0008 0.0012 -0.0018 0.42
N -3.0031 0.2779 3.4599 0.0085 0.0104 -0.0135 -0.59
C -2.2714 0.6849 2.6633 0.2722 -0.1570 -0.2872 -0.12
S -5.9325 -3.5775 -1.8613 0.0038 -0.0196 0.0138 -0.21
C -4.5049 -2.7217 -1.2629 -0.0122 -0.0061 0.0016 0.78
C -3.6393 -2.1762 -2.2060 -0.0161 0.0157 0.0177 -0.85
C -2.5481 -1.4555 -1.7551 0.0045 0.0285 -0.0092 -0.22
N -2.2599 -1.2568 -0.4697 0.0680 -0.0728 -0.1037 -0.04
C -3.0938 -1.7901 0.4223 0.0158 0.0407 -0.0400 -0.61
C -4.2232 -2.5194 0.0799 0.0052 -0.0204 0.0164 -0.63
C -6.3876 -4.5434 -0.4398 -0.0046 0.0273 -0.0226 -0.04
C -5.6406 -5.6512 -0.0636 -0.0024 -0.0112 0.0228 0.01
C -6.0547 -6.3801 1.0399 0.0072 0.0075 -0.0130 -0.32
N -7.1382 -6.0849 1.7556 -0.0086 -0.0002 0.0072 -0.59
C -7.8475 -5.0260 1.3805 0.0043 -0.0051 -0.0054 -0.31
C -7.5164 -4.2222 0.2965 -0.0076 -0.0081 -0.0101 -0.08
H -3.8090 -2.3116 -3.2662 -0.0014 0.0050 -0.0028 0.39
H -1.8647 -1.0162 -2.4760 0.0148 -0.0141 0.0156 0.36
H -2.8698 -1.6074 1.4650 0.0333 0.0399 0.0535 0.43
H -4.8626 -2.9074 0.8605 -0.0001 0.0043 -0.0037 0.42
H -4.7562 -5.9368 -0.6169 0.0021 0.0002 0.0004 0.40
H -5.4903 -7.2481 1.3615 0.0001 0.0001 0.0020 0.36
H -8.7236 -4.7989 1.9772 -0.0018 -0.0013 -0.0005 0.36
H -8.1207 -3.3638 0.0374 0.0034 0.0037 0.0049 0.39
C 0.5873 3.9626 2.1646 -0.0130 -0.0266 -0.0081 -1.17
N 1.5268 3.8146 1.0677 -0.0032 0.0242 0.0152 0.23
C 2.9208 3.9982 1.4458 0.0070 -0.0187 0.0112 -1.25
C 1.1866 3.1425 -0.0556 0.1509 -0.0245 -0.0791 0.72
N 0.1218 2.4004 -0.1435 -0.0057 -0.0757 -0.0240 -0.48
N 2.0527 3.2998 -1.1291 -0.1711 0.0378 -0.0089 0.24
C 1.9280 2.3900 -2.2496 0.0359 -0.0229 0.0197 -1.17
C 2.4202 4.6534 -1.5267 0.0455 -0.0201 0.0248 -1.18
H 0.9282 4.7912 2.7852 -0.0192 0.0202 -0.0111 0.31
H 0.5300 3.0598 2.7794 0.0186 0.0157 0.0187 0.35
H -0.4073 4.1871 1.7869 -0.0023 -0.0219 -0.0058 0.40
H 3.1335 3.4041 2.3366 0.0101 0.0019 -0.0046 0.41
H 3.1211 5.0499 1.6636 -0.0073 0.0037 0.0009 0.37
H 3.5780 3.6615 0.6516 -0.0041 -0.0257 0.0138 0.37
H -0.0663 2.1367 -1.0995 -0.0590 -0.0078 0.0086 0.24
H 1.8081 1.3668 -1.8968 -0.0062 0.0036 0.0072 0.25
H 2.8423 2.4415 -2.8406 -0.0012 0.0078 -0.0026 0.31
H 1.0878 2.6417 -2.9120 -0.0002 0.0014 0.0036 0.40
H 2.3363 5.3315 -0.6833 0.0041 -0.0010 -0.0100 0.38
H 1.7628 5.0142 -2.3261 -0.0002 -0.0007 0.0007 0.38
H 3.4486 4.6716 -1.8908 -0.0007 -0.0010 -0.0027 0.33
```
Positions in Å, forces in eV/Å.

Calculated values
Frontier orbital gap in eV: 8.7
Energy above the lowest of the compared OMol25 structures with the same formula, charge and spin in kJ/mol: 0.00
Highest occupied orbital energy in eV: -8.6514
Total charge: 0
E in Eh: -2302.52796
LUMO level in eV: 0.00

---

No. 2
The following is a DFT calculation (wB97M-V/def2-TZVPD) of a structure of composition C23H25BF6IrN5O8S4.

```
73
Properties=species:S:1:pos:R:3:forces:R:3:mulliken_charge:R:1
Ir 0.3835 -0.3932 0.3177 -0.4101 -0.7923 0.0178 3.17
F -1.0818 2.1192 3.8714 -0.0247 0.0271 -0.0906 -0.19
C -1.8340 2.6432 2.9083 0.0080 -0.0606 0.1653 0.43
F -2.9733 1.9704 2.8233 0.0889 0.0478 -0.0346 -0.18
F -2.0748 3.9133 3.1697 0.0116 -0.0138 -0.0455 -0.18
S -0.9046 2.5085 1.3196 0.3067 -0.0746 -0.2469 1.05
O -0.7789 1.0147 1.2378 0.0645 0.0767 0.0146 -0.99
O 0.3405 3.1917 1.4425 -0.0504 0.0441 0.0850 -0.72
N -1.9101 3.0897 0.3138 -0.1020 0.1668 0.0572 -0.58
S -2.1030 2.5168 -1.1512 -0.1594 -0.0873 0.0655 1.07
O -1.1418 1.4805 -1.4385 -0.2935 0.5065 -0.1102 -0.70
O -2.3328 3.5595 -2.0887 0.0310 0.0339 -0.0432 -0.63
C -3.7041 1.6201 -0.9863 -0.0512 0.0236 0.0099 0.51
F -3.9639 0.9860 -2.1224 -0.0102 -0.0111 0.0026 -0.21
F -4.6878 2.4586 -0.7064 0.0556 -0.0428 0.0040 -0.20
F -3.6111 0.7144 0.0004 -0.0083 0.0620 -0.0659 -0.16
B 1.2301 -2.3936 2.7917 0.0267 0.0308 0.0038 0.17
N 1.8417 -0.9645 2.8214 -0.0471 0.0385 -0.0091 -0.05
C 2.6987 -0.4427 3.7000 0.0060 -0.0075 0.0132 -0.15
C 3.1048 0.8064 3.2573 0.0018 -0.0024 0.0173 -1.34
C 2.4305 0.9972 2.0624 -0.0147 -0.0147 0.0358 0.01
N 1.6816 -0.0830 1.8142 0.0613 -0.0932 -0.0060 0.01
N -0.3020 -2.2330 2.4892 -0.0803 -0.1313 0.0203 -0.02
C -1.3316 -2.8309 3.0664 0.0494 0.0120 0.0163 -0.28
C -2.4960 -2.5803 2.3280 -0.0116 0.0207 -0.0410 -1.46
C -2.0857 -1.8008 1.2756 -0.0678 -0.0065 -0.0189 -0.29
N -0.7510 -1.6010 1.3794 0.3052 0.2364 0.0671 0.41
H 1.3418 -2.8882 3.8751 0.0018 -0.0023 0.0000 -0.12
H 1.7271 -3.0278 1.8990 -0.0039 0.0035 -0.0009 -0.15
H 2.9676 -1.0008 4.5805 0.0019 0.0000 -0.0003 0.49
H 3.7809 1.4874 3.7413 0.0062 -0.0015 -0.0028 0.46
H 2.4147 1.8411 1.3969 -0.0117 0.0169 -0.0264 0.50
H -1.1818 -3.4057 3.9652 -0.0051 -0.0067 -0.0008 0.52
H -3.4945 -2.9138 2.5463 0.0022 -0.0045 0.0031 0.55
H -2.6407 -1.3519 0.4684 0.0386 -0.0290 0.0311 0.63
C -2.9350 -7.1626 -0.1329 0.0004 -0.0009 0.0022 -1.47
C -2.1768 -5.9223 -0.5078 0.0030 0.0026 0.0021 0.98
C -2.6441 -5.0723 -1.5100 0.0041 -0.0048 -0.0042 -0.96
C -1.9394 -3.9384 -1.8706 0.0030 -0.0033 -0.0022 -0.85
C -0.7535 -3.6557 -1.2041 0.0289 -0.0110 0.0440 0.32
C -0.2586 -4.4781 -0.1998 -0.0230 0.0110 0.0066 -0.18
C -0.9798 -5.6097 0.1361 -0.0116 -0.0010 0.0048 -0.87
S 0.0999 -2.2072 -1.6482 0.0744 0.1351 -0.0738 1.33
O 1.1892 -1.9918 -0.5741 0.0752 0.1224 0.0713 -0.84
O 0.6140 -2.2685 -2.9699 -0.0368 -0.0367 -0.0146 -0.62
O -0.7736 -1.0140 -1.3557 0.1250 -0.2474 -0.0163 -0.51
H -3.9051 -7.2014 -0.6240 -0.0013 0.0007 0.0011 0.37
H -3.0909 -7.2126 0.9450 0.0010 -0.0018 0.0002 0.35
H -2.3733 -8.0523 -0.4218 -0.0011 -0.0005 -0.0024 0.33
H -3.5711 -5.3048 -2.0179 -0.0010 -0.0013 0.0001 0.36
H -2.3072 -3.2850 -2.6517 0.0022 0.0011 -0.0012 0.50
H 0.6629 -4.2331 0.3112 0.0005 -0.0018 -0.0074 0.47
H -0.6048 -6.2644 0.9133 0.0000 -0.0007 0.0006 0.46
C 2.7028 7.0917 -1.7883 0.0013 0.0014 -0.0023 -1.52
C 2.3955 5.6300 -1.9297 -0.0252 0.0053 -0.0186 0.96
C 1.2540 5.2000 -2.5974 0.0045 0.0368 0.0316 -0.89
C 0.9487 3.8515 -2.6935 -0.0193 -0.0840 0.0302 -0.50
C 1.8178 2.9291 -2.1306 0.0056 -0.0582 0.1271 0.78
C 2.9706 3.3287 -1.4582 -0.0030 0.0280 0.0230 -0.46
C 3.2470 4.6759 -1.3618 0.0038 -0.0258 -0.0005 -0.95
S 1.3874 1.2305 -2.2585 0.1701 -0.2006 -0.2017 0.67
C 2.8254 0.5454 -3.0551 0.0523 0.0361 0.0402 -1.21
O 1.6437 0.6813 -0.7886 -0.1475 0.3455 0.1369 -0.35
H 2.1077 7.6913 -2.4739 0.0007 0.0014 -0.0013 0.38
H 3.7575 7.2899 -1.9777 -0.0010 0.0016 -0.0001 0.39
H 2.4836 7.4254 -0.7722 0.0012 -0.0006 0.0013 0.31
H 0.5798 5.9271 -3.0307 -0.0004 0.0006 -0.0081 0.39
H 0.0389 3.5265 -3.1793 -0.0251 0.0002 -0.0384 0.53
H 3.6293 2.6001 -1.0022 -0.0017 -0.0056 -0.0040 0.29
H 4.1358 5.0024 -0.8364 0.0030 0.0024 -0.0027 0.41
H 3.7136 0.7861 -2.4765 0.0399 -0.0150 -0.0135 0.35
H 2.8771 0.9838 -4.0513 -0.0033 -0.0019 -0.0007 0.46
H 2.6728 -0.5303 -3.1243 -0.0144 0.0054 0.0040 0.38
```
Positions in Å, forces in eV/Å.

Calculated values
Frontier orbital gap (spin up / spin down) in eV: 8.7 / 5.9
Energy above the lowest of the compared OMol25 structures with the same formula, charge and spin in kJ/mol: 62.07
Spin multiplicity: 2
Highest occupied orbital energy (spin up / spin down) in eV: -12.2681 / -12.2512
Total charge: +1
E in Eh: -4088.04607
LUMO level (spin up / spin down) in eV: -3.53 / -6.38

---

No. 3
The following is a DFT calculation (wB97M-V/def2-TZVPD) of a structure of composition C23H25Br2ClN3O6PRhS at a distorted geometry.

```
63
Properties=species:S:1:pos:R:3:forces:R:3:mulliken_charge:R:1
Rh -0.1921 -0.3025 0.4588 0.0689 -0.1046 0.8711 0.70
Cl -4.0761 -6.4834 0.2648 0.0260 0.0789 0.0168 -0.20
C -3.4278 -4.8774 0.3462 -0.1472 -0.0364 0.0505 0.08
C -4.1792 -3.8601 0.9805 -0.0130 -0.0049 -0.0017 -0.62
C -3.7145 -2.5792 1.0612 -0.1172 -0.0321 -0.0556 -0.70
C -2.4544 -2.2242 0.5173 0.0808 0.2809 0.0976 0.11
O -2.0753 -0.9934 0.6363 -0.7459 0.4087 0.4909 0.08
C -1.7137 -3.2530 -0.1204 0.1471 -0.1504 0.1114 1.34
C -0.4657 -2.9843 -0.7057 -0.1993 0.1244 -0.1292 -0.54
O 0.0967 -1.8637 -0.7758 0.1092 -0.5973 0.0474 -0.71
C -2.2212 -4.5819 -0.1926 0.1320 0.0767 -0.0288 -1.13
H -5.1395 -4.1143 1.4105 0.0027 -0.0056 -0.0126 0.46
H -4.2921 -1.8015 1.5427 0.0093 -0.0296 0.0089 0.47
H 0.0669 -3.8182 -1.1741 -0.0424 0.0496 -0.1422 0.40
H -1.6394 -5.3499 -0.6884 0.0116 0.0321 0.0166 0.44
Br 0.4747 4.5528 2.0785 0.0113 0.0117 -0.0109 -0.12
C 1.7020 3.3481 1.3118 0.0662 0.1824 0.0338 0.05
C 2.9946 3.8005 0.9587 -0.0813 -0.0704 0.0397 -0.48
C 3.9262 2.9433 0.4446 -0.0506 0.0262 0.0054 -0.17
Br 5.6369 3.5903 -0.0049 0.0477 -0.0034 -0.0030 -0.18
C 3.6095 1.5734 0.2566 0.0964 -0.0507 0.0371 0.88
C 4.4826 0.5508 -0.1794 0.0167 0.0290 -0.0152 -0.70
C 4.0321 -0.7385 -0.2567 -0.0048 -0.0059 0.1143 -1.20
C 2.6902 -1.0328 0.0453 0.1723 0.1325 0.0341 -0.16
N 1.8529 -0.0904 0.4110 0.1076 0.3683 -1.0260 0.54
C 2.3003 1.1846 0.5597 -0.0616 -0.2494 0.2222 -0.25
C 1.3269 2.0468 1.1022 -0.4954 -0.1505 -0.0013 0.20
O 0.1274 1.5296 1.3834 0.0185 0.3066 0.4618 0.07
H 3.2423 4.8425 1.1073 -0.0094 -0.0111 0.0200 0.49
H 5.5070 0.7945 -0.4272 -0.0071 0.0053 -0.0087 0.39
H 4.6925 -1.5408 -0.5520 -0.0115 -0.0027 -0.0049 0.44
H 2.3057 -2.0398 -0.0091 -0.0162 0.0142 -0.1197 0.47
C -2.5661 2.4247 1.2515 -0.2607 -0.0671 -0.1217 -0.36
O -2.0273 2.4669 -0.0948 0.0403 -0.0202 0.3799 -0.44
P -1.4477 1.2249 -0.8463 1.1633 -0.5124 -1.0406 0.97
O -2.7199 0.5995 -1.5187 -0.1755 -0.1662 -0.1050 -0.22
C -2.5929 -0.5020 -2.4401 -0.0152 0.0713 0.0708 -0.58
O -0.7138 1.8483 -2.1081 -0.0482 0.2717 0.0613 -0.50
C 0.4344 2.7071 -2.0006 -0.0440 -0.0407 -0.0258 -0.49
H -3.3179 3.2061 1.2962 -0.0204 0.0032 -0.0434 0.34
H -1.7688 2.6205 1.9557 0.0298 0.0204 0.0069 -0.01
H -3.0302 1.4579 1.4502 0.0408 0.0116 -0.0397 0.17
H -3.5020 -1.0889 -2.3577 -0.0291 -0.0004 -0.0018 0.25
H -1.7306 -1.1207 -2.1941 -0.0105 0.0367 -0.0137 0.16
H -2.4849 -0.1046 -3.4461 -0.0039 -0.0044 -0.0159 0.30
H 0.5729 3.1554 -2.9790 -0.0112 0.0016 -0.0157 0.35
H 1.3185 2.1250 -1.7407 -0.0023 -0.0099 0.0060 0.15
H 0.2622 3.4881 -1.2606 -0.0119 -0.0057 0.0036 0.26
S 0.1936 -1.7326 2.4770 0.2175 -0.1037 -0.1721 -0.51
C 0.0007 -0.7873 3.9070 -0.0747 -0.0643 -0.0065 0.51
N -0.1898 -1.4582 5.0457 0.0695 0.0460 0.0855 -0.16
C -0.3183 -0.8037 6.3473 0.0064 -0.0147 -0.0921 -0.66
C 0.5042 0.4716 6.3271 0.0481 -0.0318 -0.0462 -0.72
C 0.0495 1.3316 5.1640 -0.0436 -0.0451 -0.0649 -0.55
N 0.0483 0.5336 3.9346 -0.0121 0.0470 0.0671 0.39
H -0.2285 -2.4609 4.9779 0.0166 -0.0182 -0.0054 0.26
H 0.0360 -1.4911 7.1116 -0.0019 -0.0334 0.0021 0.40
H -1.3694 -0.5812 6.5460 -0.0119 -0.0081 0.0396 0.27
H 1.5573 0.2133 6.1952 0.0062 0.0214 0.0539 0.31
H 0.4019 1.0125 7.2658 -0.0311 0.0068 -0.0052 0.38
H 0.7265 2.1711 5.0122 -0.0055 0.0222 -0.0306 0.34
H -0.9485 1.7379 5.3446 -0.0193 -0.0159 0.0081 0.33
H 0.0895 1.0154 3.0350 0.0733 -0.0201 -0.0583 -0.36
```
Positions in Å, forces in eV/Å.

Calculated values
Frontier orbital gap in eV: 7.5
Energy above the lowest of the compared OMol25 structures with the same formula, charge and spin in kJ/mol: 61.14
Highest occupied orbital energy in eV: -10.7429
Total charge: +1
E in Eh: -7965.39821
LUMO level in eV: -3.24

---

Among the records above, which one has the highest energy above the lowest of the compared OMol25 structures with the same formula, charge and spin?
C23H25BF6IrN5O8S4

---

What is the E in the second record?
-4088.04607 Eh

---

The highest energy above the lowest of the compared OMol25 structures with the same formula, charge and spin belongs to which entry?
C23H25BF6IrN5O8S4

---

Look up the total charge of the third one.
+1